## P
DFT (wB97M-V/def2-TZVPD) results for a molecular structure, C44H40GeN3OsS3.

Structure (XYZ):
```
92
Properties=species:S:1:pos:R:3
Os -0.03851 -1.29957 1.32396
Ge 1.85721 0.68067 -1.06227
S -2.05365 2.59385 2.22239
S 2.57056 -5.02625 2.19699
S -3.26777 -3.46467 4.05935
N 1.01659 -3.11485 1.75665
N -1.53401 -2.42338 2.58076
N -1.19675 0.40359 1.30278
C 0.01449 2.94273 -1.08802
C 2.47531 0.37497 4.40595
C 1.31625 2.51993 -0.81052
C 0.22213 1.06105 2.98640
C -4.52907 1.65980 -0.83844
C -3.66451 -1.55991 -2.77932
C 0.45126 -0.33096 -4.86871
C -2.92163 1.91647 0.89741
C -4.05295 2.39290 0.22394
C 0.33425 -4.02732 2.57671
C 2.02805 -0.46206 3.40786
C -1.02356 -3.65822 3.01300
C -4.48715 -0.30781 -2.46498
C -3.91669 0.45643 -1.25916
C 0.58094 -0.06366 -3.50907
C 1.03100 -5.11827 2.90293
C 1.55219 -0.20514 -5.70958
C 0.64626 5.24697 -0.78093
C -5.93226 -0.73097 -2.15771
C -1.83935 -4.34736 3.81664
C -2.72604 -2.19204 3.08808
C 2.23600 -3.51804 1.50052
C 1.80654 0.33630 -2.96524
C 4.93402 0.75146 1.76969
C 0.87193 -0.13983 2.66406
C -0.32255 4.29228 -1.06439
C -4.47343 0.60018 -3.70680
C 2.77661 0.20475 -5.19339
C 0.67174 1.90349 3.99558
C 0.86497 -0.82190 -0.22805
C 4.68962 -0.16496 -0.85171
C 2.90415 0.47996 -3.82976
C -0.94827 1.29115 2.17409
C 1.95418 4.84674 -0.52716
C 3.59368 0.45983 -0.23844
C 2.29015 3.49293 -0.54426
C 1.80228 1.56226 4.71000
C 3.73021 0.91004 1.08523
C 3.26383 -2.78423 0.70509
C -2.31521 0.74295 0.51296
C -3.57083 -0.97827 2.86959
C -2.80716 0.00466 -0.55920
C 5.90020 -0.30852 -0.16962
C 6.02173 0.14980 1.13926
H -5.96712 -1.37738 -1.27349
H -3.65621 -2.26848 -1.93751
H 2.58451 -1.36676 3.19078
H -5.07508 1.50618 -3.56319
H -0.28946 -0.16448 -2.86199
H -6.34965 -1.28852 -3.00348
H 2.71734 5.58879 -0.32768
H -3.44885 0.91093 -3.94836
H -0.73997 2.21991 -1.35966
H -4.53855 3.32337 0.51848
H -6.58048 0.13486 -1.97140
H 3.28464 -3.14890 -0.32387
H -2.29225 -0.90767 -0.84130
H 2.16230 2.20706 5.50537
H -2.62512 -1.31393 -3.04144
H 3.31611 3.20003 -0.34071
H 0.38809 6.30369 -0.77768
H -0.51103 -0.63493 -5.27540
H 2.89409 1.39367 1.58543
H 0.13407 2.82724 4.22420
H -5.40317 2.03138 -1.37021
H 3.37290 0.10990 4.96513
H 1.45441 -0.42402 -6.76798
H 3.03503 -1.72994 0.69277
H 4.60319 -0.55989 -1.86108
H 3.86372 0.82749 -3.45025
H -4.88213 0.06021 -4.57053
H -3.08290 -0.09679 3.28804
H -1.34291 4.59996 -1.27793
H 0.88259 -1.69865 -0.91368
H 6.74799 -0.77796 -0.66195
H -4.54309 -1.09242 3.34549
H -1.67669 -5.31663 4.28243
H 6.96715 0.04381 1.66633
H -3.72320 -0.81144 1.80922
H 4.25804 -2.92388 1.13139
H 0.72936 -5.95864 3.52678
H 5.02235 1.09959 2.79554
H -4.10877 -2.07504 -3.63640
H 3.63173 0.31825 -5.85135
```

Its HOMO energy is -0.35543 hartree. The lowest unoccupied orbital energy is -3.0 eV. The frontier orbital gap is 6.68 eV. Its charge is +1. The spin multiplicity is 1.

=====

## Q
DFT (wB97M-V/def2-TZVPD) results for a molecular structure, C44H40GeN3OsS3.

Structure (XYZ):
```
92
Properties=species:S:1:pos:R:3
Os 0.01796 -0.42540 -0.17413
Ge 0.02322 -0.12880 -3.82986
S -2.92989 3.08508 -0.49193
S -3.64702 -3.27767 -0.06256
S 1.64351 -0.05376 4.13252
N -1.83379 -1.53197 -0.01221
N 0.17654 -0.11440 2.02020
N -1.53485 0.99499 -0.34567
C 3.82308 -0.48074 1.84972
C -0.06227 0.14158 4.32790
C -2.43960 -1.61515 -3.94786
C -2.82761 0.41416 4.16705
C 4.51021 -0.71606 -5.23724
C -2.13112 -2.62976 -6.50344
C 2.48908 -0.41371 1.47057
C -4.34729 0.57379 4.15818
C -1.41848 2.29945 -0.40483
C -4.92299 0.48933 2.74668
C -2.33675 3.36352 -3.83166
C -2.15288 0.46122 5.40359
C 3.59165 -1.73706 -5.43046
C -0.91394 -3.80368 0.35253
C 2.07285 -0.54366 0.12816
C -3.01878 -0.85719 -0.24157
C -0.69889 0.08662 3.09035
C 2.77569 0.65677 -4.29784
C -2.85429 0.58166 -0.37074
C -2.00804 -2.82329 0.10897
C -4.71557 1.94109 4.75038
C -0.59455 1.69710 -4.08260
C 1.83245 -0.35378 -4.50486
C -2.08817 0.22805 3.01309
C -0.12029 3.02136 -0.41792
C -4.11085 -1.65038 -0.30517
C 1.41603 -0.19939 2.43624
C 4.42230 -0.81025 -0.45189
C -1.28088 -1.30953 -4.66408
C 0.07607 2.56729 -4.94285
C -1.14334 -1.82313 -5.95266
C -0.44138 3.82490 -5.22844
C -1.64486 4.22662 -4.67036
C -0.78818 0.33167 5.50139
C 3.08451 -0.74341 -0.81757
C -3.42953 -2.41854 -4.49544
C 4.10282 0.48062 -4.66376
C -4.97921 -0.54069 5.00410
C -1.81433 2.11053 -3.54568
C 4.79323 -0.67910 0.88000
C 2.26463 -1.55856 -5.06092
C 0.19670 -0.83159 -1.98935
C -3.27276 -2.93155 -5.77524
C -3.75401 1.58824 -0.46332
H 0.61548 -1.84809 -2.14387
H -5.79917 2.07193 4.74368
H -2.56400 0.18841 2.04607
H 0.50796 2.61169 -1.21000
H -4.26899 2.74990 4.16875
H -6.06677 -0.45022 4.98804
H -0.26312 4.08664 -0.58761
H 2.47753 1.59229 -3.83735
H -4.65798 -0.49258 6.04437
H -4.82903 1.52924 -0.48230
H 5.17751 -0.96917 -1.21114
H 4.11112 -0.37262 2.88908
H -2.57585 -1.21481 -2.94867
H 0.39431 2.87337 0.53290
H -4.37525 2.04048 5.78101
H 1.00688 2.26635 -5.40613
H -0.83482 -4.50366 -0.47980
H -6.00715 0.60452 2.79091
H 2.82802 -0.86239 -1.86328
H -0.27061 -1.58114 -6.54651
H -5.13731 -1.36957 -0.47080
H -4.70774 -0.47655 2.28363
H -4.04144 -3.55827 -6.20784
H 4.81858 1.27641 -4.50164
H 3.90835 -2.67498 -5.86788
H -4.32573 -2.64141 -3.92869
H -2.05201 5.20222 -4.90153
H -2.72093 0.60573 6.31267
H -2.01127 -3.01892 -7.50616
H -2.38349 1.43111 -2.91867
H 5.54334 -0.85431 -5.52807
H -4.52820 1.28093 2.10591
H 5.83611 -0.73263 1.16232
H -1.10151 -4.37594 1.26071
H -3.28998 3.66357 -3.41447
H -4.71160 -1.52463 4.61383
H 1.56742 -2.37607 -5.19888
H -0.29518 0.37622 6.46295
H 0.09359 4.48753 -5.89626
H 0.02699 -3.26540 0.45580
```

Its HOMO energy (alpha / beta) is -0.36803 / -0.36803 hartree. The lowest unoccupied orbital energy (alpha / beta) is -3.1 / -3.1 eV. The frontier orbital gap (alpha / beta) is 6.93 / 6.93 eV. Its charge is +1. The spin multiplicity is 1.

=====

Which is the most stable structure? P is the most stable.

=====

## P
DFT (wB97M-V/def2-TZVPD) results for 2 unconnected molecules or ions with the total composition C5H10O.

Structure (XYZ):
```
16
Properties=species:S:1:pos:R:3
O 2.12754 0.08099 1.48256
C -2.22002 0.20995 0.08257
C 1.73600 0.01564 -0.85016
C 2.50946 -0.24748 0.37419
C 0.66318 0.80907 -0.74477
C -0.99601 -0.56997 0.56307
H -2.47008 -0.00628 -0.96311
H 0.49432 1.36264 0.17669
H -1.17556 -1.63839 0.58195
H 1.93487 -0.55460 -1.75251
H -3.08347 -0.07717 0.69006
H -0.12525 -0.57611 -0.09096
H 3.46365 -0.79246 0.25057
H -2.11951 1.30087 0.17358
H -0.10489 0.90209 -1.50882
H -0.63424 -0.21879 1.53508
```

Its HOMO energy is -0.34844 hartree. The lowest unoccupied orbital energy is 0.2 eV. The frontier orbital gap is 9.66 eV. Its structure (SMILES) is C=CC=O.CC. The spin multiplicity is 1.

=====

## Q
DFT (wB97M-V/def2-TZVPD) results for a single C5H10O molecule.

Structure (XYZ):
```
16
Properties=species:S:1:pos:R:3
O -2.02770 2.26079 -0.08712
C 0.83224 0.05887 0.95657
C 1.26485 -0.71386 -0.30500
C 0.13186 -1.55958 -0.87853
C -1.29784 1.22016 0.41990
C 0.02358 1.25873 0.54853
H 1.59065 0.01650 -1.05756
H 1.71410 0.35687 1.53649
H 0.55867 2.14080 0.20070
H -2.80084 1.88983 -0.52692
H 0.24259 -0.60195 1.60710
H -0.75206 -0.94309 -1.07780
H 2.13178 -1.35039 -0.09172
H 0.42244 -2.03855 -1.81866
H -0.16245 -2.34606 -0.17284
H -1.87187 0.35094 0.74689
```

Its HOMO energy is -0.32098 hartree. The lowest unoccupied orbital energy is 0.9 eV. The frontier orbital gap is 9.60 eV. Its structure (SMILES) is CCC/C=C/O. The spin multiplicity is 1.

=====

## R
DFT (wB97M-V/def2-TZVPD) results for a single C5H10O molecule.

Structure (XYZ):
```
16
Properties=species:S:1:pos:R:3
O 0.32960 2.05120 0.19585
C 1.11969 -0.09467 -1.10775
C -1.43033 -0.83326 1.19957
C 0.51458 0.61868 0.10972
C -0.70703 -0.34554 0.01221
C 0.23748 -1.32993 -0.69658
H -0.22468 -2.04265 -1.39685
H -1.44006 0.08457 -0.71673
H 1.05415 0.32999 0.95804
H 0.85753 -1.94223 0.06245
H -1.84505 -1.91066 0.84720
H -2.15183 -0.31354 1.78813
H -0.63051 -1.09097 1.94329
H 0.68842 0.22174 -2.03887
H 2.22299 -0.16732 -1.35444
H 0.42591 2.32973 1.23792
```

Its HOMO energy is -0.36070 hartree. The lowest unoccupied orbital energy is 0.8 eV. The frontier orbital gap is 10.63 eV. Its structure (SMILES) is C[C@@H]1CC[C@H]1O. The spin multiplicity is 1.

=====

Which is the most stable structure? Q is the most stable.

=====

## P
DFT (wB97M-V/def2-TZVPD) results for a single C5H10O molecule.

Structure (XYZ):
```
16
Properties=species:S:1:pos:R:3
O 0.08719 0.69598 -1.30672
C 1.08339 -0.07087 -0.61183
C -2.36821 -0.17153 0.39107
C -1.05796 -0.24609 -0.44067
C 2.21818 0.78476 -0.10911
C 0.11011 -0.48717 0.45472
H 0.06194 0.35132 1.16477
H 1.46868 -0.95601 -1.15727
H 0.18987 -1.42152 1.01039
H -3.25029 0.30053 -0.04268
H -2.65455 -1.23109 0.56984
H 2.78008 0.23452 0.65534
H 2.89586 1.08681 -0.90982
H 1.78533 1.68074 0.34703
H -2.20336 0.23597 1.40033
H -1.08542 -0.65423 -1.42825
```

Its HOMO energy is -0.34211 hartree. The lowest unoccupied orbital energy is 1.1 eV. The frontier orbital gap is 10.38 eV. Its structure (SMILES) is C[C@@H]1C[C@H](C)O1. The spin multiplicity is 1.

=====

## Q
DFT (wB97M-V/def2-TZVPD) results for a single C5H10O molecule.

Structure (XYZ):
```
16
Properties=species:S:1:pos:R:3
O 1.06250 -0.63334 0.55964
C -0.70962 0.39768 -0.90227
C -1.66781 -0.03390 0.17697
C -0.00592 -0.68113 -1.68451
C 0.73863 0.06558 -0.60906
C 1.37003 0.19419 1.67416
H 1.59689 -0.43374 2.54901
H 2.25678 0.81801 1.48479
H 0.24308 -0.49500 -2.73010
H -0.29033 -1.71095 -1.48095
H -1.17402 -0.81820 0.74793
H 1.50296 0.77815 -0.91860
H -0.95043 1.31783 -1.44210
H 0.53120 0.85197 1.94357
H -1.88428 0.79394 0.86062
H -2.61076 -0.41117 -0.23354
```

Its HOMO energy is -0.34356 hartree. The lowest unoccupied orbital energy is 1.2 eV. The frontier orbital gap is 10.50 eV. Its structure (SMILES) is CO[C@H]1C[C@H]1C. The spin multiplicity is 1.

=====

Which is the most stable structure? Q is the most stable.

=====

## P
DFT (wB97M-V/def2-TZVPD) results for a single C5H10O molecule.

Structure (XYZ):
```
16
Properties=species:S:1:pos:R:3
O 1.49154 1.17722 -0.95159
C 0.05505 -0.74975 0.75455
C 1.37585 -1.02412 0.11165
C -1.01172 -0.53339 -0.27823
C -2.19609 0.32096 0.17303
C 1.65092 0.46399 0.21905
H -2.57355 -0.02412 1.14205
H -3.01481 0.29341 -0.55672
H 2.07632 -1.61293 0.71115
H -1.88948 1.36885 0.28871
H -0.64797 -0.22178 -1.27364
H 1.08209 2.01644 -0.70658
H 1.39727 -1.32310 -0.94282
H 0.94126 0.76858 1.04143
H 2.60889 0.66420 0.67472
H -1.34555 -1.58450 -0.40677
```

Its HOMO energy is -0.30025 hartree. The lowest unoccupied orbital energy is 0.8 eV. The frontier orbital gap is 8.97 eV. The spin multiplicity is 1.

=====

## Q
DFT (wB97M-V/def2-TZVPD) results for a molecular structure, C5H10O.

Structure (XYZ):
```
16
Properties=species:S:1:pos:R:3
O -0.09005 1.80580 -0.12321
C 1.10441 -1.51655 -0.37095
C -0.06521 0.63702 0.79615
C 0.87271 0.01656 -0.23133
C -1.48312 0.17313 1.02870
C 0.09954 0.84814 -1.23048
H 0.15288 -2.08386 -0.46015
H -0.90141 0.53805 -1.52863
H -2.01930 0.98903 1.52263
H 1.68083 -1.79595 -1.26237
H -1.50844 -0.70274 1.68129
H 1.47204 1.05159 -0.07223
H 0.41748 0.85715 1.75863
H -2.01440 -0.06801 0.10413
H 1.62206 -1.96375 0.48681
H 0.65997 1.21437 -2.09900
```

Its HOMO energy is -0.36586 hartree. The lowest unoccupied orbital energy is 1.1 eV. The frontier orbital gap is 11.04 eV. The spin multiplicity is 1.

=====

Which is the most stable structure? Q is the most stable.